The molecule C5H11NO, computed with ωB97M-V with the def2-TZVPD basis set.

Summary:
HOMO = -0.3330 Ha
Energy relative to the best compared isomer or geometry (same formula, charge and spin) = 1.776 eV
Calculated total energy = -8899.9212 eV
Charge = 0
Gap between HOMO and LUMO = 10.04 eV
Structure (SMILES) = C[C@H]1[C@@H](C)N[C@@H]1O

Last column: natural (NBO) charge in e.
Geometry (Å):
1 C -1.65535 -0.66297 -0.01338  -0.62
2 C -0.47487 0.05199 -0.66769  -0.26
3 C 0.56003 0.72339 0.27239  -0.05
4 C 0.21990 0.98960 1.71699  -0.63
5 N 1.55892 -0.33274 0.01830  -0.63
6 C 0.77841 -0.82783 -1.12636  0.25
7 O 1.28029 -0.43365 -2.37364  -0.70
8 H -1.32775 -1.56088 0.51807  0.21
9 H -2.17983 -0.01959 0.70721  0.21
10 H -2.39699 -0.96524 -0.76233  0.22
11 H -0.89587 0.77807 -1.38997  0.19
12 H 0.93315 1.64892 -0.18599  0.18
13 H -0.49421 1.81503 1.80716  0.22
14 H -0.21483 0.10362 2.19298  0.20
15 H 1.13106 1.26351 2.25834  0.22
16 H 1.55536 -1.02053 0.77069  0.35
17 H 0.80508 -1.93003 -1.14857  0.17
18 H 0.81748 0.37933 -2.59421  0.46